Computed, not measured: an isolated ion of composition C5H6N and charge +1, with ωB97M-V/def2-TZVPD.

```
12
Properties=species:S:1:pos:R:3:forces:R:3
C 0.061739 -0.079655 1.022621 -1.9 1.3 -1.5
C 0.856563 -0.555672 1.796304 -0.2 -0.2 0.4
C 0.814239 -1.469098 0.142886 -0.2 1.0 -0.7
C -0.578769 0.062642 -0.354136 -3.1 -0.7 1.3
C -0.633683 1.420842 -0.979211 2.9 0.5 -1.2
N 0.196322 -1.009763 -0.856900 1.7 -2.2 -0.4
H 1.250416 -0.891417 2.703898 0.9 -0.5 0.8
H 1.492759 -2.258627 0.402950 0.1 -0.4 -0.4
H -1.667398 -0.369047 -0.363200 1.8 0.7 0.6
H -0.601188 2.087452 -0.077955 0.1 0.2 -1.6
H -1.441507 1.588029 -1.669725 -0.9 -0.1 0.5
H 0.250506 1.474314 -1.767532 -1.2 0.5 2.2
```
Forces are in eV/Å.

Kohn-Sham gap   11.299 eV
HOMO   -16.1552 eV
LUMO   -4.9 eV
Charge   +1

From a Mulliken analysis of the wavefunction, the atomic charges in e read: C -0.37; C 0.18; C 0.06; C 0.46; C -1.07; N -0.42; H 0.50; H 0.41; H 0.28; H 0.32; H 0.33; H 0.32

***

Computed, not measured: a 2-piece molecular cluster, C4H12N2O overall, with ωB97M-V/def2-TZVPD.

```
19
Properties=species:S:1:pos:R:3:forces:R:3
C 1.478237 1.484984 -2.156691 1.4 4.1 2.8
C 0.366480 1.180502 -1.121212 5.2 -4.4 -0.1
C 0.751671 -0.419204 -0.943107 -1.5 0.2 0.7
N -0.245449 -1.152061 -0.120460 0.0 1.8 -2.4
C -1.504572 -0.580496 0.091396 0.7 0.4 -0.4
N -1.888614 -0.883481 1.275204 -1.8 -0.6 1.1
H 2.558816 1.232127 -1.807788 -1.8 0.4 -0.2
H 1.386185 1.061201 -3.100136 -0.7 -0.9 -1.6
H 1.403992 2.631948 -2.246964 0.7 -1.5 -0.5
H -0.522683 1.179079 -1.605901 -2.9 0.5 -1.2
H 0.422579 1.718021 -0.178015 0.0 0.0 -0.1
H 0.836871 -0.910836 -1.958423 -0.2 0.7 0.9
H 1.708463 -0.587018 -0.413773 -0.3 0.6 -0.4
H 0.122880 -1.536376 0.720231 0.0 -0.3 0.5
H -1.952112 0.138438 -0.761260 0.6 -2.1 1.9
H -2.866138 -0.907328 1.600193 0.6 1.0 -1.0
H 0.461081 -0.305809 3.531292 -0.2 0.8 -2.3
H -0.160055 0.061902 2.088447 -1.9 -0.4 -0.3
O 0.623458 0.059842 2.603322 2.2 -0.4 2.8
```
Forces are in eV/Å.

Kohn-Sham gap (alpha / beta)   2.642 / 8.988 eV
Spin multiplicity   2
HOMO (alpha / beta)   1.3549 / -5.0596 eV
LUMO (alpha / beta)   4.0 / 3.9 eV
⟨S²⟩   0.7507
Charge   -1

From a Mulliken analysis of the wavefunction, the atomic charges in e read: C -1.58; C -0.86; C -0.69; N 0.07; C -1.49; N -0.27; H 0.35; H 0.34; H 0.66; H 0.36; H 0.43; H 0.47; H 0.18; H 0.45; H 0.28; H 0.36; H 0.38; H 0.32; O -0.75

***

Computed, not measured: C35H67BN6PdS4Sb as an isolated structure, with ωB97M-V/def2-TZVPD.

```
115
Properties=species:S:1:pos:R:3:forces:R:3
Pd -0.535976 0.573969 0.151423 -0.2 0.6 0.0
C 6.728116 -0.600247 -1.460702 0.0 0.0 0.0
C 6.421850 -0.973050 -0.010379 -0.1 -0.1 0.0
C 6.550842 0.223879 0.930458 0.0 0.0 0.0
C 7.430085 -2.036193 0.427578 0.0 0.0 0.0
N 5.050393 -1.530137 0.082417 0.1 0.0 0.1
C 4.747704 -2.802508 0.543643 -0.2 -0.1 0.0
C 3.407285 -2.924679 0.512513 0.2 0.0 0.2
N 2.870155 -1.746404 0.046411 -0.1 -0.3 0.1
B 1.344056 -1.538447 -0.158809 0.1 0.2 0.0
N 0.915174 -2.170263 -1.509189 0.0 0.1 0.0
C 1.014781 -3.511050 -1.801779 0.1 -0.2 -0.2
C 0.476524 -3.737245 -3.011786 0.2 0.0 0.0
N 0.087108 -2.506010 -3.519826 0.0 0.0 -0.1
C 0.362524 -1.529469 -2.587459 -0.1 0.1 0.1
S 0.077088 0.120625 -2.747113 -0.1 -0.1 0.2
C -0.723307 -2.354565 -4.754752 0.0 0.0 0.1
C -0.227347 -1.222733 -5.659097 0.1 -0.1 -0.1
C -2.171916 -2.114807 -4.329295 0.0 0.1 0.0
C -0.621766 -3.646671 -5.569137 -0.1 -0.1 0.0
N 0.616174 -2.234395 1.047682 0.0 0.0 0.0
C 0.052078 -3.487552 1.117389 -0.1 -0.1 0.1
C -0.416630 -3.687674 2.364776 0.0 0.0 -0.1
N -0.154793 -2.535636 3.089673 -0.1 0.1 0.1
C 0.455514 -1.627249 2.259752 0.1 0.2 0.0
S 0.880742 -0.031636 2.610500 0.1 0.0 0.0
C -0.454148 -2.350959 4.532695 0.0 -0.1 -0.1
C 0.849528 -2.098808 5.287847 0.0 0.0 0.1
C -1.085558 -3.632775 5.075952 0.0 0.0 0.0
C -1.451685 -1.209656 4.736205 0.0 0.0 0.0
C 3.876338 -0.875825 -0.223233 0.0 0.3 -0.2
S 3.695718 0.685724 -0.837944 0.0 -0.1 0.0
H 7.754077 -0.232422 -1.529818 0.0 0.0 0.0
H 6.042712 0.162875 -1.818893 0.0 0.0 0.0
H 6.634866 -1.483536 -2.096001 0.0 0.0 0.0
H 7.570168 0.612492 0.882811 0.0 0.0 0.0
H 6.345147 -0.087558 1.956246 0.0 0.0 0.0
H 5.850304 1.007876 0.655561 0.0 0.0 0.0
H 8.427513 -1.608676 0.323679 0.0 0.0 0.0
H 7.382728 -2.929400 -0.196767 0.0 0.0 0.0
H 7.297668 -2.323153 1.471643 0.0 0.0 0.0
H 5.492984 -3.503576 0.861911 0.0 0.0 0.0
H 2.792419 -3.743322 0.842873 0.0 0.0 0.0
H 1.152269 -0.353673 -0.156230 0.1 -0.1 -0.1
H 1.525771 -4.202876 -1.157240 0.0 0.0 0.0
H 0.403584 -4.649009 -3.568943 0.0 0.0 0.0
H -0.401562 -0.245390 -5.229520 0.0 0.0 0.1
H -0.758682 -1.309588 -6.609944 0.0 0.1 0.0
H 0.843398 -1.317461 -5.849208 0.0 0.0 0.0
H -2.234453 -1.207782 -3.726131 0.0 0.0 0.0
H -2.536978 -2.957037 -3.737807 0.0 0.0 0.0
H -2.814688 -1.998484 -5.204409 0.0 0.0 0.0
H 0.418920 -3.914049 -5.758345 0.0 0.0 0.0
H -1.110491 -3.482744 -6.528895 0.0 0.0 0.0
H -1.124256 -4.488861 -5.091336 0.0 0.0 0.1
H -0.031148 -4.134628 0.266262 0.0 0.0 0.0
H -0.919459 -4.538493 2.779620 0.0 0.0 0.0
H 1.557809 -2.907005 5.093723 0.0 0.0 0.0
H 0.643786 -2.068303 6.359907 0.0 0.0 0.0
H 1.304381 -1.160423 4.981563 0.0 0.0 0.0
H -0.418623 -4.491332 4.987637 0.0 0.0 0.0
H -2.029846 -3.862598 4.579992 0.0 0.0 0.0
H -1.297139 -3.477153 6.133691 0.0 0.0 0.0
H -1.057685 -0.270196 4.358311 0.0 0.0 0.0
H -1.659597 -1.111843 5.803779 0.0 0.0 0.0
H -2.389555 -1.429807 4.223885 0.0 0.0 0.0
C -2.995451 -1.170439 1.393467 0.0 0.1 0.2
S -2.563765 -1.420946 -0.336639 -0.1 0.0 0.0
C -3.333834 -3.058411 -0.435407 0.0 -0.1 -0.1
H -2.642197 -2.024434 1.974077 0.0 0.0 0.0
H -4.076154 -1.064360 1.517810 0.0 0.0 0.0
H -2.491782 -0.270193 1.752804 0.0 0.0 -0.1
H -4.400783 -3.000925 -0.213047 0.0 0.0 0.0
H -2.855001 -3.744344 0.266370 0.0 0.0 0.0
H -3.209279 -3.451583 -1.443844 0.0 0.0 0.0
C -0.675189 5.771292 -0.717662 -0.1 0.1 0.0
C -0.350990 4.307854 -0.982930 0.2 0.0 -0.1
C -0.440968 4.027246 -2.483489 0.0 0.0 0.0
C 1.086255 4.003050 -0.545877 0.0 0.0 0.0
Sb -1.601987 2.822472 0.027004 0.1 -0.3 0.2
C -3.544714 3.002387 -0.982214 -0.1 -0.1 -0.1
C -4.577994 2.336341 -0.072464 0.0 0.0 0.0
C -3.437212 2.140950 -2.245263 0.0 0.0 0.0
C -4.012454 4.403593 -1.346528 0.0 0.1 0.0
C -1.966108 3.721704 2.007760 0.0 0.0 0.1
C -0.596735 4.068302 2.592384 0.0 0.0 0.0
C -2.878029 4.937467 2.075979 -0.1 0.1 0.0
C -2.542578 2.596199 2.872237 0.0 0.0 0.0
H -0.005648 6.404411 -1.314607 0.0 0.0 0.0
H -0.523972 6.044944 0.327572 0.0 0.0 0.0
H -1.699845 6.034796 -0.988283 0.0 0.0 0.0
H 0.280954 4.665176 -3.008166 0.0 0.0 0.0
H -1.427078 4.244758 -2.897486 0.0 0.0 0.0
H -0.192924 2.989240 -2.717291 0.0 0.0 0.0
H 1.781940 4.582385 -1.165433 0.0 0.0 0.0
H 1.335363 2.944217 -0.657669 0.0 0.0 0.0
H 1.269665 4.273386 0.495754 0.0 0.0 0.0
H -4.254119 1.338774 0.236818 0.0 0.0 0.0
H -5.520511 2.218521 -0.623064 0.0 0.0 0.0
H -4.794380 2.920560 0.824028 0.0 0.0 0.0
H -3.060297 1.140327 -2.018446 0.0 0.0 0.0
H -2.775615 2.572183 -2.996913 0.0 0.0 0.0
H -4.432716 2.040929 -2.697498 0.0 0.0 0.0
H -4.089076 5.061881 -0.479177 0.0 0.0 0.0
H -5.008127 4.349423 -1.807692 0.0 0.0 0.0
H -3.351837 4.882884 -2.070305 0.0 0.0 0.0
H -0.141890 4.941202 2.121939 0.0 0.0 0.0
H 0.101839 3.231667 2.503762 0.0 0.0 0.0
H -0.707282 4.294058 3.661079 0.0 0.0 0.0
H -2.497037 5.780485 1.495619 0.0 0.0 0.0
H -2.966633 5.270863 3.118787 0.0 0.0 0.0
H -3.887948 4.717894 1.725025 0.0 0.0 0.0
H -1.868072 1.735418 2.887083 0.0 0.0 0.0
H -3.519576 2.250720 2.526994 0.0 0.0 0.0
H -2.661267 2.955285 3.903065 0.0 0.0 0.0
```
Forces are in eV/Å.

Kohn-Sham gap   5.170 eV
HOMO   -2.8539 eV
LUMO   2.3 eV
Charge   -1

Mulliken population analysis, charges in e, atoms 1 to 99: Pd 0.12; C -1.53; C 1.25; C -1.53; C -2.13; N 0.41; C -0.78; C -0.75; N 0.70; B 0.02; N 1.26; C -0.67; C -1.12; N 0.35; C -0.28; S -0.30; C 1.31; C -1.65; C -0.93; C -2.17; N 0.99; C -0.97; C -0.54; N 0.69; C -0.32; S -0.35; C 1.15; C -1.69; C -2.19; C -1.38; C 0.38; S -0.49; H 0.48; H 0.29; H 0.38; H 0.47; H 0.38; H 0.27; H 0.46; H 0.45; H 0.45; H 0.51; H 0.56; H -0.77; H 0.64; H 0.55; H 0.25; H 0.51; H 0.36; H -0.04; H 0.14; H 0.49; H 0.47; H 0.47; H 0.44; H 0.45; H 0.52; H 0.38; H 0.50; H 0.31; H 0.44; H 0.44; H 0.47; H 0.21; H 0.53; H 0.29; C -0.94; S 0.46; C -1.10; H 0.35; H 0.66; H -0.37; H 0.36; H 0.25; H 0.21; C -1.81; C 2.11; C -1.85; C -2.04; Sb 1.00; C 1.79; C -1.85; C -1.28; C -1.93; C 1.99; C -1.85; C -1.85; C -1.81; H 0.53; H 0.25; H 0.25; H 0.56; H 0.29; H 0.22; H 0.51; H 0.30; H 0.24; H 0.15; H 0.56